Here is a structure of composition C12H11NO6V from the Open Molecules 2025 dataset. Energies are from ωB97M-V with the def2-TZVPD basis set.

## Properties
* net charge: -2
* 2S+1: 4
* LUMO level (alpha / beta): 5.29 / 5.28 eV
* energy: -52088.6809 eV
* gap between HOMO and LUMO (alpha / beta): 4.540 / 7.778 eV

Element x y z (Å)
V 0.772 2.016 -0.122
O -0.028 0.169 -0.968
O 3.269 0.415 2.822
O -3.157 3.242 0.344
O 2.618 -0.284 -0.639
O 1.595 1.069 1.496
O 1.605 3.275 -0.731
N -1.354 1.885 -0.291
C -2.688 2.170 -0.065
C -1.227 0.595 -0.736
C -2.498 -0.034 -0.835
C -3.441 0.954 -0.419
C -2.941 -1.313 -1.214
C -5.231 -0.598 -0.774
C 3.249 -1.887 1.062
C -4.796 0.665 -0.394
C 2.679 0.437 1.739
C 3.284 -0.430 0.595
C -4.292 -1.582 -1.182
C 4.716 0.022 0.340
H 3.706 -2.523 0.298
H -5.505 1.421 -0.076
H 4.712 1.052 -0.019
H -4.644 -2.567 -1.472
H -6.290 -0.832 -0.754
H 2.216 -2.210 1.209
H -2.232 -2.073 -1.525
H 3.782 -1.996 2.007
H 1.657 -0.413 -0.538
H 5.293 -0.033 1.263
H 5.172 -0.614 -0.424

Results of the Löwdin charge analysis, in e, for atoms 1 through 4: V 0.869; O -0.150; O 0.000; O -0.043

---

Here is a structure of composition C12H11O4PSn in a non-equilibrium geometry from the Open Molecules 2025 dataset. Energies are from ωB97M-V with the def2-TZVPD basis set.

## Properties
* net charge: +2
* 2S+1: 1
* LUMO level: -8.96 eV
* energy: -35912.6583 eV
* gap between HOMO and LUMO: 6.666 eV

Element x y z (Å)
Sn -2.417 -0.447 -0.395
P -0.049 0.321 -0.650
O -5.974 0.646 0.017
O -1.672 -2.419 2.331
O -2.526 -0.230 -3.803
O -1.981 -5.936 -2.844
C -0.125 1.990 -1.362
C 0.673 1.587 1.722
C 0.992 -0.611 -1.804
C 2.094 -0.288 1.087
C -1.597 -4.934 -2.448
C -4.835 0.527 -0.062
C 2.667 1.081 2.998
C 2.938 -0.002 2.157
C 1.518 1.858 2.795
C -1.987 -2.065 1.277
C -2.502 -0.687 -2.744
C 0.979 0.532 0.845
H 1.298 2.703 3.454
H 1.116 -1.651 -1.467
H 0.516 -0.619 -2.796
H -0.200 2.214 1.541
H -0.651 2.688 -0.696
H 3.344 1.311 3.827
H 1.981 -0.137 -1.867
H 3.822 -0.624 2.318
H 2.326 -1.109 0.409
H -0.652 1.954 -2.326
H 0.903 2.348 -1.513

Results of the Löwdin charge analysis, in e, for atoms 1 through 4: Sn 1.104; P 0.722; O 0.127; O 0.184

---

Here is the molecule C12H12ClNO3S in a non-equilibrium geometry from the Open Molecules 2025 dataset. Energies are from ωB97M-V with the def2-TZVPD basis set.

## Properties
* net charge: 0
* 2S+1: 1
* SMILES string: O=C(COc1ccc(Cl)cc1)N[C@H]1CCSC1=O
* LUMO level: 0.27 eV
* energy: -43620.8704 eV
* gap between HOMO and LUMO: 8.252 eV

Element x y z (Å)
Cl 5.381 1.701 -0.086
S -4.515 1.103 -1.113
O 1.070 -2.507 -0.131
O -4.060 -1.557 -0.248
O -0.781 -0.381 -0.633
N -1.696 -0.628 1.253
C -0.180 -2.288 0.746
C -3.756 2.346 0.008
C 1.933 -1.411 -0.024
C -2.910 0.036 0.883
C 3.131 -1.348 -1.075
C -3.850 -0.365 -0.089
C 3.973 0.507 -0.180
C 2.861 0.719 0.969
C -2.450 1.587 0.691
C 4.018 -0.482 -0.889
C 1.950 -0.195 0.865
C -0.811 -1.036 0.288
H 2.962 1.608 1.280
H -1.969 -1.451 1.958
H 0.181 -2.311 1.762
H -4.411 2.694 0.901
H -0.775 -3.185 0.492
H -1.789 1.679 -0.136
H 1.088 -0.145 1.692
H -3.593 0.203 1.793
H 4.871 -0.793 -1.713
H -2.193 2.360 1.605
H -3.425 3.007 -0.611
H 3.060 -2.109 -1.748

Results of the Löwdin charge analysis, in e, for atoms 1 through 4: Cl 0.533; S 0.921; O -0.054; O 0.051

---

Here is a structure of composition C12H12FN3O4S in a non-equilibrium geometry from the Open Molecules 2025 dataset. Energies are from ωB97M-V with the def2-TZVPD basis set.

## Properties
* net charge: 0
* 2S+1: 1
* LUMO level: -0.80 eV
* energy: -38848.2710 eV
* gap between HOMO and LUMO: 8.373 eV

Element x y z (Å)
S -0.409 -3.463 -2.638
F 0.600 1.076 1.502
O -1.302 -4.833 1.597
O -0.784 3.937 -1.316
O 0.071 -4.909 3.274
O 0.287 2.287 -2.410
N -0.709 -4.271 -1.280
N -0.518 -1.902 -2.127
N 0.007 -5.162 2.149
C -0.806 -2.044 -0.838
C -0.976 -0.909 0.025
C 1.629 1.771 -2.447
C -0.738 1.288 1.813
C 1.612 3.691 -1.061
C -1.213 -3.550 1.069
C -1.369 -2.469 1.855
C 2.515 2.934 -2.029
C -1.415 0.015 2.348
C -1.239 -1.128 1.324
C 0.231 3.366 -1.592
C -0.929 -3.371 -0.317
H 1.695 0.928 -1.756
H 1.795 4.762 -1.085
H 2.734 3.563 -2.894
H -1.300 1.712 0.971
H -1.568 -2.662 2.909
H 1.697 3.310 -0.042
H -2.474 0.174 2.573
H -0.752 2.017 2.637
H 3.462 2.618 -1.595
H 1.853 1.419 -3.452
H -0.856 0.082 -0.405
H -0.833 -0.276 3.235

Results of the Löwdin charge analysis, in e, for atoms 1 through 4: S 1.004; F -0.050; O -0.057; O 0.115